(1)
C5H9NSi | ωB97M-V/def2-TZVPD

Summary:
Structure (SMILES): C=C[Si](=C)C.C#N
Frontier orbital gap, eV: 8.2063
Energy, a.u.: -540.0160
ΔE to the lowest compared entry with this formula, charge and spin, kJ/mol: 321.0
M, g/mol: 111.22
Largest force on an atom, eV/A: 4.5

```
! RIJCOSX wB97M-V def2-TZVPD def2/J DEFGRID3
* xyz 0 1
C 1.61982 -0.30370 1.89904
C 0.88565 0.41890 1.05259
Si 0.15757 -0.32822 -0.53574
C 0.61883 -1.91403 -1.24229
C -1.14480 1.08965 -1.27183
H 2.11597 0.07127 2.78825
H 1.44406 -1.38051 1.82286
H 1.08296 1.48736 0.96268
H 0.94996 -2.58696 -0.54697
H -0.06720 -2.39737 -1.98210
H -0.88314 2.12219 -0.94657
H -1.37082 1.19174 -2.34325
H -2.20914 1.03373 -0.87130
C -4.71860 0.67512 1.14943
N -4.14289 0.00383 0.44488
H -5.22519 1.30530 1.85551
*
```

Let us look at the Löwdin charges, expressed in e, one per atom: atom 1 (C): -0.0718, atom 2 (C): -0.2950, atom 3 (Si): 0.7802, atom 4 (C): -0.2347, atom 5 (C): -0.2248, atom 6 (H): 0.0558, atom 7 (H): 0.0485, atom 8 (H): 0.0412, atom 9 (H): -0.1076, atom 10 (H): -0.0252, atom 11 (H): 0.0038, atom 12 (H): 0.0025, atom 13 (H): -0.0142, atom 14 (C): -0.0779, atom 15 (N): 0.0630, atom 16 (H): 0.0562

=====

(2)
C5H9NSi | ωB97M-V/def2-TZVPD

Summary:
Frontier orbital gap (spin up / spin down), eV: 6.4947 / 6.6819
Energy, a.u.: -539.9595
ΔE to the lowest compared entry with this formula, charge and spin, kJ/mol: 114.8
M, g/mol: 111.22
<S²>: 2.009
Largest force on an atom, eV/A: 8.9

```
! RIJCOSX wB97M-V def2-TZVPD def2/J DEFGRID3
* xyz 0 3
C 0.30359 -1.24108 0.59865
C -0.91721 -1.38386 0.17057
C 1.16211 -0.01233 0.58558
C -1.78906 -0.31472 -0.25743
C -1.39942 0.97464 -0.31399
N 1.89263 -0.14168 -0.70492
Si 0.18223 1.62051 0.31357
H 0.74909 -2.11686 1.01406
H -1.34325 -2.41540 0.36850
H 1.83068 0.09785 1.38536
H -2.75136 -0.51254 -0.73756
H -2.20455 1.53120 -0.68684
H 2.60931 -0.86117 -0.86870
H 1.16412 -0.40336 -1.37338
H 0.47352 2.63188 -0.83083
H 0.03759 2.54693 1.33738
*
```

Let us look at the Löwdin charges, expressed in e, one per atom: atom 1 (C): -0.1427, atom 2 (C): -0.1443, atom 3 (C): -0.4386, atom 4 (C): -0.1834, atom 5 (C): -0.2321, atom 6 (N): -0.0241, atom 7 (Si): 0.6865, atom 8 (H): 0.1000, atom 9 (H): 0.1261, atom 10 (H): 0.0755, atom 11 (H): 0.0980, atom 12 (H): 0.0418, atom 13 (H): 0.0820, atom 14 (H): 0.0670, atom 15 (H): -0.0236, atom 16 (H): -0.0881

=====

The lowest largest force on an atom belongs to which entry?
number 1

=====

What is the M in the first record?
111.22 g/mol

=====

What is the formula in the second record?
C5H9NSi